Entry from the OMol25 dataset: a molecular structure, C18H45BeFN3O6 in a non-equilibrium geometry (wB97M-V/def2-TZVPD).

## Properties
- charge = +1
- gap between HOMO and LUMO (Ha) = 0.08138

The geometry in XYZ format:
```
74
Properties=species:S:1:pos:R:3:forces:R:3:lowdin_charge:R:1
Be 13.748853 -10.632522 10.472213 0.09 0.04 0.50 0.862
F 16.573540 -11.319989 13.634235 -0.47 0.11 -0.48 -0.382
C 10.232617 -8.280463 8.958121 0.88 -0.92 0.60 -0.049
O 10.436505 -8.769587 10.347187 0.55 -0.14 -2.64 -0.214
C 9.435028 -8.243883 11.130170 0.16 2.13 1.10 -0.278
C 9.552033 -8.589258 12.597669 -1.34 -1.19 -1.05 -0.201
N 9.892759 -9.966180 12.665433 1.82 -1.54 2.77 0.015
C 9.826226 -10.466297 14.085984 0.14 0.90 -0.76 -0.137
C 10.207936 -11.933332 14.285479 -0.47 0.86 -2.00 -0.181
O 11.304191 -12.264862 13.406820 -1.88 2.04 0.09 -0.203
C 11.756674 -13.502876 13.747587 1.53 -0.79 1.45 -0.146
H 10.193444 -7.192592 8.902391 -0.34 -0.04 0.26 0.093
H 9.403315 -8.784180 8.461502 -0.54 0.29 0.48 0.091
H 11.067467 -8.587061 8.327940 0.44 -0.06 0.49 0.076
H 8.446750 -8.438593 10.713634 -0.12 0.05 0.07 0.135
H 9.664285 -7.187984 11.273813 -0.89 0.79 -1.13 0.125
H 8.541898 -8.536420 13.003797 -0.50 0.60 0.17 0.132
H 10.115596 -7.856414 13.175097 0.73 -0.71 -0.01 0.140
H 9.290717 -10.587717 12.144531 0.05 0.26 -0.73 0.140
H 8.751618 -10.320280 14.195473 -0.29 -0.43 1.19 0.122
H 10.315703 -9.762411 14.759080 0.28 -0.03 -0.23 0.128
H 9.291397 -12.403494 13.929097 0.12 -1.01 0.00 0.122
H 10.366246 -12.241423 15.318977 0.27 0.30 0.03 0.131
H 12.091457 -13.377810 14.777332 0.16 -0.76 0.49 0.092
H 12.685302 -13.703091 13.213129 -0.40 -0.41 -0.45 0.098
H 10.984317 -14.271835 13.731055 0.13 -0.28 -0.43 0.100
C 14.971758 -14.500498 7.641600 1.37 -0.30 0.63 -0.133
O 13.642340 -14.461989 8.103372 0.55 0.22 -0.60 -0.177
C 12.884950 -15.339650 7.307867 -1.24 0.29 0.50 -0.245
C 11.398490 -15.292132 7.715891 0.50 1.35 -0.88 -0.136
N 10.672037 -13.976140 7.380526 0.65 -3.07 2.87 -0.042
C 10.569502 -13.707704 6.022711 -0.60 1.57 -2.10 -0.250
C 9.827498 -14.675872 5.114704 1.29 -1.09 -0.91 -0.232
O 8.501039 -14.273407 4.923213 0.46 0.06 0.89 -0.172
C 7.813993 -15.036146 3.982596 -2.30 -0.11 0.48 -0.122
H 15.625151 -13.945853 8.315055 -0.24 0.02 0.25 0.085
H 15.238129 -14.140502 6.647859 -0.98 0.49 -0.42 0.088
H 15.350888 -15.522016 7.612022 -0.04 -0.33 0.31 0.088
H 13.189890 -16.379031 7.429622 0.32 -0.18 0.27 0.124
H 13.072230 -15.110112 6.258893 -0.37 0.13 -0.29 0.118
H 11.295032 -15.461673 8.787643 0.11 0.08 -0.05 0.118
H 10.987849 -16.157077 7.194964 -0.51 -0.01 -0.01 0.098
H 9.747878 -14.152245 7.747958 -0.30 0.33 0.27 0.107
H 11.563476 -13.383557 5.714409 -0.08 -0.27 -0.73 0.121
H 9.901331 -12.852486 5.921551 0.32 0.63 0.08 0.124
H 9.964955 -15.689988 5.489911 -0.79 -0.37 0.55 0.107
H 10.273604 -14.828785 4.131999 0.48 0.70 -0.34 0.124
H 7.754864 -14.567155 3.000421 0.74 -0.36 -0.25 0.095
H 6.778244 -15.021110 4.321863 -0.34 0.36 -0.01 0.085
H 7.948268 -16.116699 4.032319 1.06 -0.01 -0.43 0.095
C 20.424667 -8.283812 5.831021 -0.20 -0.84 0.70 -0.079
O 19.082850 -8.450688 6.318904 -0.02 0.67 -0.41 -0.223
C 18.103663 -7.952318 5.370902 0.34 -1.95 0.24 -0.187
C 16.716611 -8.322223 5.914494 -1.14 -0.11 0.54 -0.199
N 16.639707 -8.112720 7.364060 0.09 0.56 -1.43 -0.012
C 16.592808 -6.693696 7.561579 -1.86 0.65 0.52 -0.243
C 16.723758 -6.290716 8.999954 1.13 1.77 -0.34 -0.261
O 16.020935 -7.042144 9.948375 0.05 -0.53 0.99 -0.173
C 16.135259 -6.517179 11.288400 0.43 1.86 -0.53 -0.091
H 20.808595 -7.263911 5.853771 -0.62 0.37 -0.71 0.090
H 20.466123 -8.829585 4.888417 0.47 0.53 -0.28 0.093
H 21.122258 -8.753900 6.524197 -0.39 -0.50 0.15 0.088
H 18.085523 -8.626581 4.514667 0.86 0.52 -0.76 0.120
H 18.384975 -6.925553 5.136986 -0.64 0.07 -0.17 0.124
H 16.440137 -9.369253 5.790456 0.82 -0.29 -0.45 0.116
H 15.897524 -7.829654 5.390495 0.18 0.53 -0.04 0.123
H 17.606692 -8.361368 7.516392 0.32 -0.46 1.53 0.091
H 15.679410 -6.184712 7.253774 -0.88 -1.06 -0.49 0.122
H 17.267603 -6.144732 6.904776 0.89 0.08 0.44 0.122
H 16.384269 -5.254935 8.998037 -0.25 0.34 0.39 0.123
H 17.803072 -6.166616 9.088162 0.39 -0.65 1.43 0.127
H 15.699421 -7.082037 12.112461 0.24 -0.75 -0.68 0.087
H 15.694047 -5.525838 11.391763 -1.06 0.17 -0.56 0.077
H 17.133923 -6.144253 11.515782 0.70 -1.16 0.05 0.087
```
Positions in Å, forces in eV/Å.